## 1
Entry from OMol25: a cluster of 2 separate species, CH4NOPS2 in total (ωB97M-V with the def2-TZVPD basis set).

Results
**Highest occupied orbital energy (alpha / beta)**: -9.1 / -7.5 eV
**Kohn-Sham gap (alpha / beta)**: 0.3149 / 0.1657 Eh

The geometry in ORCA input format:
```
! RIJCOSX wB97M-V def2-TZVPD def2/J DEFGRID3
* xyz 0 1
C -1.1558 -0.8334 -0.2556
N -1.6328 -0.3042 0.8907
O -0.2158 -0.2610 -0.8412
P 1.6720 1.7892 -0.2112
S -2.0083 -2.1651 -0.9861
S 3.2580 0.7587 -1.0607
H -1.3528 0.7163 0.9940
H -2.5529 -0.4175 1.2880
H 1.4920 1.0528 1.0179
H 2.4964 -0.3358 -0.8359
*
```


## 2
Entry from OMol25: a cluster of 2 separate species, CH4NOPS2 in total (ωB97M-V with the def2-TZVPD basis set).

Results
**Highest occupied orbital energy (alpha / beta)**: -8.3 / -8.0 eV
**Kohn-Sham gap (alpha / beta)**: 0.2612 / 0.2713 Eh

The geometry in ORCA input format:
```
! RIJCOSX wB97M-V def2-TZVPD def2/J DEFGRID3
* xyz 0 1
C -1.1466 -1.3118 1.2424
N 1.3982 0.9026 0.3171
O -1.9546 -1.1018 2.0580
P -0.1053 0.6720 -0.4134
S -0.8088 2.3557 -1.0820
S 0.5063 -0.7072 -1.9359
H -0.6681 -2.2366 0.9135
H 1.4360 1.7071 0.9281
H 1.8239 0.0814 0.7265
H -0.4810 -0.3614 -2.7541
*
```


Most stable: 2 (next structure +0.955 eV)


## 1
Entry from OMol25: an isolated molecule of CH6N4O (ωB97M-V with the def2-TZVPD basis set).

Results
**Structure (SMILES)**: NNC(=O)NN
**Highest occupied orbital energy**: -9.3 eV
**Kohn-Sham gap**: 0.3608 Eh

The geometry in ORCA input format:
```
! RIJCOSX wB97M-V def2-TZVPD def2/J DEFGRID3
* xyz 0 1
N 1.2579 0.8550 1.4101
N 0.3149 0.4120 0.5227
C 0.5806 0.1441 -0.7340
O 1.7402 0.4461 -1.1244
N -0.4379 -0.4033 -1.4774
N -1.6216 -0.7194 -0.7255
H 0.7622 1.5563 1.9504
H 1.7564 0.1086 1.9521
H -0.3169 -0.3055 1.0829
H -0.5437 -0.3543 -2.5721
H -1.3354 -1.6587 -0.1886
H -2.1566 -0.0808 -0.0961
*
```


## 2
Entry from OMol25: a structure of composition CH6N4O (ωB97M-V with the def2-TZVPD basis set).

Results
**Highest occupied orbital energy**: -8.3 eV
**Kohn-Sham gap**: 0.2967 Eh

The geometry in ORCA input format:
```
! RIJCOSX wB97M-V def2-TZVPD def2/J DEFGRID3
* xyz 0 1
N 1.1097 0.7827 -0.3077
N 2.1723 0.4180 0.4021
N -1.5416 -1.2303 -1.3000
C -0.7995 -0.4191 -0.5507
O -0.6170 0.9121 1.6551
N 0.4433 -0.1944 -0.7962
H -0.8417 1.8435 1.5762
H 2.1012 -0.4501 0.9339
H 2.6411 1.2025 0.8284
H -2.5130 -1.3578 -1.0807
H -1.1546 -1.7742 -2.0629
H -1.0001 0.2670 0.7025
*
```


## 3
Entry from OMol25: an isolated molecule of CH6N4O (ωB97M-V with the def2-TZVPD basis set).

Results
**Structure (SMILES)**: N/N=C\N([NH3+])[O-]
**Highest occupied orbital energy**: -7.8 eV
**Kohn-Sham gap**: 0.3028 Eh

The geometry in ORCA input format:
```
! RIJCOSX wB97M-V def2-TZVPD def2/J DEFGRID3
* xyz 0 1
N -1.9859 -0.8310 -0.0415
N -0.9009 -1.5303 0.3236
C 0.2527 -0.9729 0.4593
N 0.5155 0.3876 0.6549
N 1.5246 0.9901 -0.6034
O -0.4959 1.2715 0.4403
H -1.9021 0.1890 0.0727
H -2.8342 -1.2801 0.2751
H 1.0861 -1.6159 0.7085
H 0.7402 1.7698 -0.5879
H 1.5464 0.4193 -1.4463
H 2.4536 1.2029 -0.2553
*
```


Most stable: 1 (next structure +1.173 eV)


## 1
Entry from OMol25: a cluster of 2 separate species, C2H7NO2 in total (ωB97M-V with the def2-TZVPD basis set).

Results
**Structure (SMILES)**: C=C.ONO
**Highest occupied orbital energy**: -8.1 eV
**Kohn-Sham gap**: 0.3329 Eh

The geometry in ORCA input format:
```
! RIJCOSX wB97M-V def2-TZVPD def2/J DEFGRID3
* xyz 0 1
C -0.1762 0.6165 0.8477
C 0.9397 1.3168 0.6336
H -1.1461 1.0863 0.7908
H -0.2366 -0.2807 1.7614
H 1.9195 0.8683 0.7185
H 0.9178 2.3529 0.3329
O -1.6106 -1.0479 -0.7807
N -0.2369 -1.1206 -0.4303
O 0.6081 -0.7534 -1.4662
H -1.7591 -1.7464 -1.4350
H 0.1331 -1.5138 0.4927
H 0.6475 0.2220 -1.4655
*
```


## 2
Entry from OMol25: a cluster of 2 separate species, C2H7NO2 in total (ωB97M-V with the def2-TZVPD basis set).

Results
**Structure (SMILES)**: C=O.NCO
**Highest occupied orbital energy**: -9.6 eV
**Kohn-Sham gap**: 0.3807 Eh

The geometry in ORCA input format:
```
! RIJCOSX wB97M-V def2-TZVPD def2/J DEFGRID3
* xyz 0 1
C -2.4185 -0.0170 0.1708
O -2.1351 0.9621 0.7687
H -1.9696 -0.9677 0.3647
H -3.0432 -0.0754 -0.7414
N 1.6719 0.9064 -0.3911
C 1.2006 -0.4359 -0.4159
O 0.6303 -0.9967 0.8089
H 0.8284 1.5334 -0.2585
H 2.6340 1.1644 -0.0617
H 0.3064 -0.5440 -1.0416
H 2.0258 -1.1882 -0.6408
H 0.2690 -0.3415 1.4378
*
```


Most stable: 2 (next structure +4.710 eV)


## 1
Entry from OMol25: a cluster of 2 separate species, C2H7NO2 in total (ωB97M-V with the def2-TZVPD basis set).

Results
**Structure (SMILES)**: CC(N)=O.O
**Highest occupied orbital energy**: -9.5 eV
**Kohn-Sham gap**: 0.3633 Eh

The geometry in ORCA input format:
```
! RIJCOSX wB97M-V def2-TZVPD def2/J DEFGRID3
* xyz 0 1
C -0.2922 0.0925 -1.5296
C -0.1202 -1.1786 -0.7294
N 0.1993 -1.0942 0.6162
O -0.3833 -2.2061 -1.2929
H 0.0420 1.0394 -1.1140
H -1.3870 0.2084 -1.7898
H 0.1856 -0.1940 -2.5024
H 0.1370 -0.1221 1.1203
H 0.4232 -1.8604 1.1122
O 0.1074 1.6261 2.0458
H 0.7495 1.3168 2.7029
H 0.3388 2.3724 1.3607
*
```


## 2
Entry from OMol25: a cluster of 2 separate species, C2H7NO2 in total (ωB97M-V with the def2-TZVPD basis set).

Results
**Structure (SMILES)**: CC(N)=O.O
**Highest occupied orbital energy**: -9.7 eV
**Kohn-Sham gap**: 0.3781 Eh

The geometry in ORCA input format:
```
! RIJCOSX wB97M-V def2-TZVPD def2/J DEFGRID3
* xyz 0 1
C 0.9508 -0.3391 0.2398
C 0.1944 0.3732 -0.8044
N -0.1891 -0.3847 -1.9272
O 0.0267 1.5670 -0.8916
H 1.8407 0.3600 0.4076
H 1.2959 -1.3690 -0.0553
H 0.4969 -0.3832 1.2497
H -1.0288 -0.0109 -2.4901
H -0.5358 -1.4036 -1.6346
O -0.8855 0.2165 1.7739
H -1.1772 0.2682 2.6934
H -0.9888 1.1057 1.4390
*
```


Most stable: 1 (next structure +0.525 eV)


## 1
Entry from OMol25: a cluster of 2 separate species, H3O2PS in total (ωB97M-V with the def2-TZVPD basis set).

Results
**Highest occupied orbital energy (alpha / beta)**: -9.2 / -9.2 eV
**Kohn-Sham gap (alpha / beta)**: 0.3034 / 0.3035 Eh

The geometry in ORCA input format:
```
! RIJCOSX wB97M-V def2-TZVPD def2/J DEFGRID3
* xyz 0 1
O 0.2610 1.3986 0.4747
O -1.3373 -1.1553 -0.3342
P 0.5719 0.4772 -0.8080
S 1.9063 -0.8217 0.0814
H -0.4722 2.0063 0.3806
H -2.0379 -0.9192 -0.9389
H 1.1081 -0.9860 1.1444
*
```


## 2
Entry from OMol25: an isolated molecule of H3O2PS (ωB97M-V with the def2-TZVPD basis set).

Results
**Structure (SMILES)**: OPOS
**Highest occupied orbital energy**: -8.6 eV
**Kohn-Sham gap**: 0.3305 Eh

The geometry in ORCA input format:
```
! RIJCOSX wB97M-V def2-TZVPD def2/J DEFGRID3
* xyz 0 1
O 0.2901 0.6772 0.9717
P 1.0669 0.7214 -0.3994
O 0.3989 -0.7294 -1.1796
S -1.0045 -0.8190 -1.9583
H -0.6266 1.0701 0.9417
H 1.9721 -0.1237 -0.0715
H -1.8197 -0.4186 -1.0178
*
```


Most stable: 2 (next structure +0.524 eV)


## 1
Entry from OMol25: a cluster of 2 separate species, CH3NO3 in total (ωB97M-V with the def2-TZVPD basis set).

Results
**Highest occupied orbital energy (alpha / beta)**: -8.5 / -8.4 eV
**Kohn-Sham gap (alpha / beta)**: 0.3095 / 0.3085 Eh

The geometry in ORCA input format:
```
! RIJCOSX wB97M-V def2-TZVPD def2/J DEFGRID3
* xyz 0 1
C -0.1935 0.2585 0.1604
N -1.1976 -1.0844 1.6590
O -2.1340 -0.4504 2.0261
O -0.8055 -2.2063 1.8318
O 1.0536 -0.2548 -0.0592
H -1.0408 0.2126 -0.5611
H -0.0800 1.0555 1.0556
H 1.2757 -0.6676 -0.9193
*
```


## 2
Entry from OMol25: a cluster of 2 separate species, CH3NO3 in total (ωB97M-V with the def2-TZVPD basis set).

Results
**Highest occupied orbital energy**: -10.5 eV
**Kohn-Sham gap**: 0.3537 Eh

The geometry in ORCA input format:
```
! RIJCOSX wB97M-V def2-TZVPD def2/J DEFGRID3
* xyz 0 1
C -0.2179 0.0484 -0.3854
N -1.5915 -0.0875 -0.0277
O -2.2250 0.9229 -0.2125
O -1.9788 -1.2099 0.3174
O 0.5027 -1.0519 -0.4271
H 0.0887 0.7968 -1.1541
H 0.0241 1.0614 0.9418
H 0.1095 -1.5622 0.1742
*
```


Most stable: 1 (next structure +0.407 eV)